Record 1
{
  "formula": "C14H33Cl2N4OP2Ru",
  "method": "ωB97M-V/def2-TZVPD",
  "species": ["C", "C", "H", "H", "H", "O", "Cl", "Ru", "P", "C", "C", "H", "H", "H", "H", "H", "H", "C", "H", "H", "H", "P", "C", "C", "H", "H", "H", "C", "H", "H", "H", "H", "H", "H", "Cl", "C", "N", "C", "N", "C", "N", "C", "N", "C", "C", "H", "H", "H", "H", "H", "H", "H", "H", "H", "H", "H", "H"],
  "xyz": [[-0.46, 0.13, -3.87], [-0.56, -0.06, -2.40], [-1.46, 0.36, -4.27], [-0.09, -0.80, -4.34], [0.23, 0.93, -4.14], [-1.55, -0.53, -1.84], [2.15, 0.09, -2.80], [0.75, 0.44, -0.56], [1.09, -2.19, -1.08], [0.04, -3.40, -0.18], [0.93, -2.89, -2.77], [1.18, -3.96, -2.74], [2.95, -3.74, -0.75], [1.62, -2.37, -3.44], [3.50, -2.07, -1.20], [-1.02, -3.18, -0.37], [-0.10, -2.76, -3.12], [2.79, -2.66, -0.59], [0.26, -4.42, -0.55], [2.93, -2.40, 0.47], [0.24, -3.38, 0.90], [0.91, 2.48, -1.24], [-0.20, 3.51, -0.22], [2.56, 3.24, -0.96], [1.24, 2.78, -3.64], [0.56, 4.24, -2.88], [-0.50, 2.85, -3.21], [0.52, 3.14, -2.91], [3.30, 2.65, -1.51], [2.56, 4.28, -1.33], [-0.19, 4.55, -0.58], [0.13, 3.48, 0.82], [2.78, 3.21, 0.11], [-1.22, 3.11, -0.31], [2.69, 0.52, 0.78], [-0.97, 1.36, 2.14], [-0.59, 0.16, 1.30], [-1.89, -0.51, 0.98], [-2.64, -0.93, 2.17], [-2.96, 0.26, 2.97], [-1.72, 0.98, 3.36], [-0.91, 0.05, 4.18], [-0.56, -1.16, 3.41], [0.19, -0.74, 2.22], [-1.80, -1.84, 2.97], [-1.62, 2.01, 1.55], [-0.05, 1.88, 2.43], [-1.69, -1.39, 0.36], [-2.51, 0.22, 0.44], [-3.48, -0.05, 3.89], [-3.59, 0.94, 2.37], [0.02, 0.55, 4.49], [-1.50, -0.26, 5.06], [0.49, -1.63, 1.66], [1.07, -0.18, 2.54], [-2.35, -2.15, 3.86], [-1.53, -2.72, 2.37]],
  "lowdin_spin": [0.05, 0.20, 0.00, 0.00, 0.00, 0.41, 0.42, 2.80, 0.20, 0.04, 0.02, 0.01, 0.01, 0.00, 0.00, 0.00, 0.00, 0.03, 0.01, 0.00, 0.00, 0.09, 0.05, 0.03, 0.00, 0.00, 0.00, 0.00, 0.00, 0.00, 0.01, 0.00, 0.00, 0.00, 0.41, 0.01, 0.14, 0.01, 0.01, 0.00, 0.02, 0.00, 0.01, 0.01, 0.00, 0.00, 0.00, 0.00, 0.00, 0.00, 0.00, 0.00, 0.00, 0.00, 0.00, 0.00, 0.00],
  "s_squared": 8.780,
  "charge": 2,
  "e_above_lowest_ev": 0.892,
  "spin_multiplicity": 6,
  "homo_ha": [-0.5385, -0.5368]
}

---

Record 2
{
  "formula": "C14H34Br8N6O12",
  "method": "ωB97M-V/def2-TZVPD",
  "species": ["C", "N", "O", "O", "H", "H", "H", "C", "N", "O", "O", "H", "H", "H", "C", "N", "O", "O", "H", "H", "H", "C", "N", "O", "O", "H", "H", "H", "C", "N", "O", "O", "H", "H", "H", "C", "N", "O", "O", "H", "H", "H", "Br", "C", "C", "Br", "H", "H", "H", "H", "Br", "C", "C", "Br", "H", "H", "H", "H", "Br", "C", "C", "Br", "H", "H", "H", "H", "Br", "C", "C", "Br", "H", "H", "H", "H"],
  "xyz": [[-0.79, 2.55, 3.08], [0.56, 2.70, 3.67], [1.10, 3.79, 3.85], [1.11, 1.71, 4.07], [-0.97, 3.42, 2.45], [-1.41, 2.67, 3.98], [-0.90, 1.60, 2.58], [0.28, 0.23, -0.86], [-0.12, -0.75, 0.17], [-1.09, -1.44, -0.09], [0.29, -0.55, 1.31], [0.94, -0.42, -1.43], [0.65, 1.12, -0.36], [-0.59, 0.49, -1.47], [-2.76, -2.79, -2.33], [-3.20, -3.53, -3.55], [-3.56, -4.68, -3.50], [-3.04, -2.94, -4.61], [-3.63, -2.66, -1.69], [-2.41, -1.84, -2.74], [-2.08, -3.38, -1.72], [-1.76, -1.50, 3.56], [-2.69, -0.71, 4.43], [-3.59, -1.32, 5.01], [-2.55, 0.52, 4.55], [-0.94, -0.80, 3.40], [-2.28, -1.79, 2.65], [-1.52, -2.30, 4.25], [3.80, 0.91, 1.19], [3.50, -0.59, 1.12], [3.22, -1.20, 2.13], [3.48, -1.12, 0.02], [4.28, 1.20, 2.13], [2.88, 1.47, 1.08], [4.55, 1.17, 0.45], [1.40, -1.39, 4.77], [0.85, -2.56, 5.43], [0.72, -2.48, 6.61], [0.39, -3.54, 4.79], [1.01, -0.44, 5.14], [1.10, -1.47, 3.72], [2.48, -1.40, 4.85], [2.46, 2.38, -2.05], [3.42, 4.03, -2.65], [2.43, 4.87, -3.41], [3.21, 6.66, -3.89], [4.37, 3.73, -3.10], [3.67, 4.55, -1.73], [1.55, 5.04, -2.81], [2.19, 4.27, -4.29], [-0.80, -0.05, -4.28], [0.99, 0.38, -5.12], [1.00, 1.76, -5.72], [2.67, 1.95, -6.77], [1.06, -0.33, -5.95], [1.84, 0.27, -4.45], [1.19, 2.55, -5.00], [0.20, 2.04, -6.40], [-1.70, -4.95, 0.84], [0.15, -5.06, 1.56], [1.11, -4.01, 0.93], [2.93, -4.75, 0.97], [0.62, -6.00, 1.26], [0.08, -5.02, 2.65], [1.11, -3.03, 1.40], [0.78, -3.93, -0.10], [-4.99, 2.54, -3.89], [-4.16, 1.60, -2.33], [-4.24, 2.58, -1.14], [-2.96, 1.87, 0.20], [-3.18, 1.34, -2.72], [-4.64, 0.63, -2.16], [-5.20, 2.54, -0.64], [-3.88, 3.59, -1.30]],
  "mulliken_charge": [-0.40, 0.85, -0.57, -0.52, 0.36, 0.30, -0.11, -0.80, 0.82, -0.26, -0.34, 0.53, 0.16, -0.05, -0.10, 0.96, -0.57, -0.55, 0.23, -0.08, 0.00, 0.18, 0.89, -0.57, -0.53, -0.44, 0.24, 0.19, -0.59, 0.85, -0.44, -0.51, 0.29, 0.14, 0.30, -0.32, 0.93, -0.56, -0.51, 0.38, -0.29, 0.40, 0.02, -0.61, -0.46, -0.14, 0.40, 0.37, 0.39, 0.14, -0.13, -0.61, -0.36, -0.14, 0.42, 0.42, -0.01, 0.46, -0.19, -0.53, 0.06, -0.13, 0.49, 0.27, -0.28, 0.27, -0.17, -0.39, -0.51, -0.11, 0.01, 0.41, 0.37, 0.39],
  "charge": 0,
  "e_above_lowest_ev": 1.329,
  "smiles": "C[N+](=O)[O-].C[N+](=O)[O-].C[N+](=O)[O-].C[N+](=O)[O-].C[N+](=O)[O-].C[N+](=O)[O-].BrCCBr.BrCCBr.BrCCBr.BrCCBr",
  "spin_multiplicity": 1,
  "homo_ha": -0.3761
}

---

Record 3
{
  "formula": "C14H34F4O9P2",
  "method": "ωB97M-V/def2-TZVPD",
  "species": ["O", "P", "O", "O", "P", "C", "F", "F", "C", "F", "F", "H", "H", "H", "H", "C", "O", "C", "C", "O", "C", "H", "H", "H", "H", "H", "H", "H", "H", "H", "H", "C", "O", "C", "C", "O", "C", "H", "H", "H", "H", "H", "H", "H", "H", "H", "H", "C", "O", "C", "C", "O", "C", "H", "H", "H", "H", "H", "H", "H", "H", "H", "H"],
  "xyz": [[3.35, -1.32, 6.39], [2.39, -2.32, 5.95], [2.12, -3.39, 7.09], [0.98, -1.63, 5.69], [2.86, -3.27, 4.06], [4.38, -4.33, 4.20], [4.84, -4.47, 2.96], [4.09, -5.53, 4.66], [5.55, -3.74, 5.05], [5.47, -4.18, 6.29], [6.70, -4.21, 4.54], [1.41, -4.00, 6.83], [0.95, -0.83, 6.24], [3.19, -2.20, 3.19], [5.61, -2.65, 5.00], [1.82, 1.17, 3.74], [2.39, 0.40, 2.69], [1.41, -0.06, 1.75], [1.43, 0.77, 0.49], [0.98, 2.10, 0.74], [2.04, 3.04, 0.82], [2.62, 1.65, 4.29], [1.15, 1.94, 3.36], [1.27, 0.51, 4.42], [0.41, -0.07, 2.20], [1.68, -1.09, 1.49], [0.74, 0.33, -0.23], [2.43, 0.78, 0.04], [2.46, 3.22, -0.17], [2.83, 2.70, 1.49], [1.63, 3.97, 1.21], [-2.70, -3.48, -3.58], [-2.37, -2.17, -4.00], [-2.72, -1.18, -3.05], [-1.51, -0.70, -2.28], [-0.98, -1.71, -1.44], [0.18, -2.31, -1.99], [-2.22, -4.18, -4.27], [-2.33, -3.68, -2.57], [-3.78, -3.64, -3.62], [-3.49, -1.55, -2.36], [-3.14, -0.33, -3.60], [-1.82, 0.13, -1.63], [-0.75, -0.32, -2.97], [1.03, -1.62, -1.93], [0.03, -2.61, -3.03], [0.42, -3.20, -1.41], [-1.72, 2.77, -4.21], [-2.99, 2.30, -3.81], [-3.51, 3.00, -2.69], [-4.56, 4.01, -3.10], [-4.00, 5.07, -3.86], [-4.23, 4.94, -5.25], [-1.49, 2.33, -5.18], [-1.70, 3.86, -4.30], [-0.95, 2.46, -3.49], [-2.71, 3.49, -2.13], [-3.98, 2.26, -2.03], [-4.99, 4.46, -2.20], [-5.37, 3.52, -3.65], [-5.28, 5.16, -5.48], [-3.98, 3.94, -5.61], [-3.61, 5.67, -5.76]],
  "mulliken_charge": [-0.65, 0.94, -0.47, -0.50, -0.19, 0.72, -0.28, -0.25, 0.19, -0.24, -0.29, 0.34, 0.33, 0.03, 0.29, -0.56, -0.38, -0.33, -0.21, -0.40, -0.74, 0.27, 0.42, 0.06, 0.33, 0.34, -0.04, 0.38, 0.32, 0.31, 0.26, -0.70, -0.39, -0.63, -0.15, -0.42, -0.77, 0.25, 0.29, 0.32, 0.39, 0.25, 0.25, 0.37, 0.30, 0.37, 0.26, -0.78, -0.29, -0.32, -0.75, -0.37, -0.68, 0.25, 0.42, 0.23, 0.34, 0.36, 0.39, 0.36, 0.33, 0.28, 0.24],
  "charge": 0,
  "smiles": "O=P(O)(O)PC(F)(F)C(F)F.COCCOC.COCCOC.COCCOC",
  "spin_multiplicity": 1,
  "homo_ha": -0.3411
}

---

Record 4
{
  "formula": "C14H34GaNO2P2Si",
  "method": "ωB97M-V/def2-TZVPD",
  "species": ["C", "C", "N", "C", "C", "C", "C", "P", "Ga", "P", "C", "O", "O", "H", "H", "H", "C", "C", "H", "H", "H", "H", "C", "C", "H", "H", "H", "H", "H", "H", "H", "H", "H", "H", "H", "H", "H", "H", "H", "H", "H", "H", "C", "Si", "C", "C", "H", "H", "H", "H", "H", "H", "H", "H", "H"],
  "xyz": [[0.98, -1.27, -4.03], [1.05, -1.00, -2.64], [-0.14, -0.98, -1.92], [-1.33, -1.13, -2.52], [-1.42, -1.40, -3.89], [-0.24, -1.48, -4.64], [2.26, -0.65, -2.01], [2.35, -0.37, -0.27], [-0.01, -0.51, 0.13], [-2.36, -0.08, -0.16], [-2.62, -1.00, -1.71], [1.90, 2.31, -3.03], [-0.74, 2.61, -2.58], [1.91, -1.30, -4.58], [-2.41, -1.49, -4.33], [-0.31, -1.68, -5.71], [3.17, -1.79, 0.54], [3.38, 1.10, 0.00], [-3.36, -0.46, -2.32], [-3.04, -1.99, -1.48], [2.25, 1.39, -2.98], [3.17, -0.67, -2.61], [-3.46, -0.86, 1.05], [-3.02, 1.55, -0.59], [0.27, 2.44, -0.38], [-0.87, 3.56, -2.45], [0.23, 2.48, -2.79], [2.19, 2.64, -3.90], [-0.09, -1.90, 0.84], [0.14, 1.70, -0.23], [4.19, -1.87, 0.15], [3.19, -1.66, 1.63], [2.62, -2.71, 0.29], [4.41, 0.84, -0.27], [3.02, 1.91, -0.65], [3.34, 1.42, 1.05], [-4.07, 1.40, -0.91], [-2.99, 2.21, 0.29], [-2.42, 1.98, -1.41], [-4.49, -0.83, 0.67], [-3.16, -1.90, 1.22], [-3.42, -0.32, 2.01], [1.65, 1.14, 3.08], [-0.04, 0.55, 2.47], [-0.59, -0.95, 3.48], [-1.29, 1.94, 2.67], [2.43, 0.39, 2.92], [1.61, 1.34, 4.16], [1.93, 2.08, 2.58], [-0.62, -0.69, 4.55], [-1.59, -1.30, 3.18], [0.11, -1.78, 3.34], [-1.31, 2.27, 3.72], [-1.01, 2.80, 2.04], [-2.32, 1.64, 2.41]],
  "mulliken_charge": [-1.12, 1.06, 0.20, 0.88, -0.80, -0.36, -1.72, 0.99, 0.75, 0.90, -1.37, -0.68, -0.64, 0.41, 0.42, 0.39, -1.33, -1.14, 0.45, 0.39, 0.34, 0.30, -1.28, -1.16, 0.06, 0.30, 0.34, 0.29, -0.47, -0.30, 0.44, 0.34, 0.30, 0.42, 0.23, 0.28, 0.46, 0.34, 0.15, 0.44, 0.34, 0.31, -1.20, 0.33, -1.07, -1.06, 0.30, 0.45, 0.25, 0.42, 0.23, 0.24, 0.40, 0.27, 0.29],
  "charge": 0,
  "e_above_lowest_ev": 0.000,
  "spin_multiplicity": 1,
  "homo_ha": -0.2206
}

---

Number 1: E_tot -69247.4707 eV. Number 2: E_tot -608902.3167 eV. Number 3: E_tot -62942.1649 eV. Number 4: E_tot -99485.3230 eV.